{"formula": "C47H62N3O3", "method": "wB97M-V/def2-TZVPD", "largest_force_ev_per_a": 3.34, "e_lumo_ha": -0.119, "e_homo_ev": -11.11, "charge": 1, "de_lowest_ev": 0.0000, "homo_lumo_gap_ev": 7.864, "elements": ["C", "O", "C", "C", "C", "C", "C", "C", "C", "C", "H", "H", "H", "H", "H", "H", "H", "H", "H", "H", "H", "C", "C", "C", "C", "C", "C", "C", "C", "C", "C", "C", "C", "C", "C", "N", "C", "C", "N", "C", "C", "C", "C", "C", "C", "C", "C", "C", "C", "C", "C", "C", "C", "C", "C", "C", "C", "C", "C", "N", "O", "O", "C", "C", "H", "H", "H", "H", "H", "H", "H", "H", "H", "H", "H", "H", "H", "H", "H", "H", "H", "H", "H", "H", "H", "H", "H", "H", "H", "H", "H", "H", "H", "H", "H", "H", "H", "H", "H", "H", "H", "H", "H", "H", "H", "H", "H", "H", "H", "H", "H", "H", "H", "H", "H"], "positions_angstrom": [[-2.11626, 3.14904, 1.81368], [-1.54031, 1.91345, 1.34793], [-0.15303, 1.79623, 1.13434], [0.52612, 2.38952, 2.36921], [1.43525, 3.43716, 2.22308], [1.75406, 4.21689, 3.33217], [1.15092, 3.96798, 4.57173], [1.32293, 4.96300, 5.67929], [0.36865, 2.81667, 4.73437], [0.08973, 2.00113, 3.64089], [-2.65870, 2.93322, 2.74694], [-1.37842, 3.95885, 1.96677], [-2.84767, 3.46782, 1.05834], [0.15713, 2.38849, 0.26180], [1.83766, 3.64650, 1.22678], [2.44445, 5.05416, 3.21051], [0.92154, 4.57075, 6.61359], [2.37898, 5.20815, 5.81368], [0.80238, 5.90052, 5.45008], [-0.06245, 2.56711, 5.71197], [-0.54654, 1.11615, 3.74772], [-1.13486, 2.57418, -1.87203], [-2.61382, 2.32202, -2.10366], [-3.21768, 3.72618, -2.28693], [-2.82430, 1.57549, -3.41924], [-3.28960, 1.54951, -0.91010], [-4.47613, 2.11500, -0.43561], [-5.08164, 1.68279, 0.73230], [-4.58800, 0.55549, 1.36112], [-3.58112, -0.21935, 0.77007], [-3.61104, -1.72090, 1.22842], [-2.24406, -2.36389, 1.32051], [-4.53937, -2.49139, 0.27660], [-4.20119, -1.89693, 2.63740], [-2.80953, 0.36180, -0.27902], [-1.62361, -0.30466, -0.78699], [-1.85992, -1.35835, -1.79024], [-0.56712, -2.09509, -1.87712], [0.39033, -1.28695, -1.09381], [1.79380, -1.62788, -1.34499], [2.41384, -1.25340, -2.57436], [1.81038, -0.47198, -3.79265], [2.87406, 0.43641, -4.44295], [0.68250, 0.46883, -3.43936], [1.36617, -1.48243, -4.86086], [3.71917, -1.69242, -2.83057], [4.49132, -2.27212, -1.84458], [3.86213, -2.70232, -0.68242], [2.48443, -2.56344, -0.50867], [1.84016, -3.58640, 0.48829], [2.88668, -4.28192, 1.37139], [1.15945, -4.70550, -0.30884], [0.88074, -2.91698, 1.44734], [-0.29371, -0.30473, -0.39413], [0.20651, 0.37149, 0.88623], [1.73421, 0.27662, 1.02821], [2.53718, 0.82783, 0.02112], [3.92017, 0.70067, 0.10356], [4.44603, -0.01969, 1.19094], [5.59766, -0.83222, 0.95479], [5.89814, -1.69948, 1.80902], [6.22389, -0.67482, -0.11902], [3.68568, -0.28579, 2.34345], [2.31424, -0.13685, 2.24356], [-0.64237, 1.65728, -1.54050], [-0.66222, 2.91154, -2.80615], [-0.98252, 3.34936, -1.10891], [-4.25149, 3.68654, -2.65507], [-3.18248, 4.29788, -1.34837], [-2.62882, 4.28635, -3.02842], [-3.88110, 1.30417, -3.54373], [-2.52144, 2.22021, -4.25825], [-2.21848, 0.66822, -3.47911], [-4.92376, 2.96623, -0.94695], [-5.92779, 2.23321, 1.15048], [-5.05061, 0.24751, 2.29768], [-1.68355, -1.97210, 2.17721], [-2.34386, -3.45097, 1.45353], [-1.65596, -2.20947, 0.42330], [-5.57324, -2.16339, 0.43386], [-4.30392, -2.31729, -0.77609], [-4.48544, -3.56889, 0.47427], [-5.26915, -1.65793, 2.67939], [-4.10370, -2.94689, 2.94950], [-3.66329, -1.28277, 3.36983], [-2.66408, -2.02444, -1.46775], [-2.16663, -0.93311, -2.75076], [-0.65500, -3.08589, -1.41598], [-0.21832, -2.22000, -2.90458], [3.62051, -0.12404, -5.01591], [2.38124, 1.12208, -5.14642], [3.38843, 1.04567, -3.68875], [-0.15067, -0.03126, -2.95290], [1.03729, 1.27583, -2.78805], [0.28168, 0.93133, -4.35542], [0.60276, -2.17383, -4.49005], [0.95200, -0.95160, -5.72911], [2.22433, -2.07774, -5.19578], [4.17632, -1.54445, -3.81214], [5.56019, -2.42704, -1.98080], [4.46120, -3.26303, 0.02946], [3.50949, -3.56075, 1.91939], [2.36956, -4.90847, 2.11238], [3.52950, -4.94663, 0.78052], [0.38663, -4.32916, -0.98104], [1.91027, -5.22769, -0.91655], [0.69776, -5.42416, 0.38138], [0.30519, -2.15789, 0.93291], [0.18496, -3.64772, 1.87681], [1.41310, -2.41222, 2.26059], [-0.24502, -0.24937, 1.68960], [2.07405, 1.32549, -0.83623], [4.58275, 1.03224, -0.68951], [4.17643, -0.66291, 3.23442], [1.68070, -0.36726, 3.11170]], "forces_ev_per_a": [[0.13, 0.06, -0.28], [-0.27, -0.14, -0.04], [-0.20, 2.08, 0.87], [0.32, -0.27, -0.11], [-0.37, -0.15, 0.25], [-0.04, -0.15, -0.18], [0.06, -0.03, -0.24], [0.09, 0.02, 0.17], [0.06, -0.12, -0.06], [-0.06, 0.39, -0.26], [0.31, 0.17, -0.24], [-0.27, -0.50, 0.01], [0.24, -0.02, 0.21], [0.09, -0.03, 0.23], [-0.12, 0.12, 0.38], [-0.25, -0.16, 0.14], [0.08, 0.10, 0.03], [-0.08, -0.01, 0.10], [0.04, -0.19, 0.01], [0.27, 0.18, -0.37], [0.07, 0.39, 0.01], [0.44, -0.14, 0.25], [-0.37, 0.03, 0.34], [-0.21, 0.17, -0.03], [-0.05, -0.15, -0.28], [0.31, 0.18, -0.32], [-0.13, 0.09, 0.02], [0.19, 0.07, 0.10], [-0.25, 0.15, -0.28], [-0.02, -0.52, 0.23], [0.25, 0.39, 0.39], [0.30, -0.37, -0.24], [-0.14, 0.11, -0.17], [-0.21, 0.03, 0.25], [-1.19, 0.50, 0.20], [1.76, -0.39, 0.19], [-0.80, 0.21, -0.41], [0.44, -0.53, -0.04], [-1.02, 1.15, 0.36], [0.84, -0.66, -0.25], [-0.31, 0.15, -0.40], [0.30, -0.10, 0.19], [0.19, 0.15, -0.12], [-0.47, 0.16, -0.03], [-0.01, -0.09, -0.07], [0.32, 0.10, 0.16], [-0.17, -0.01, 0.14], [0.03, -0.17, -0.54], [-0.09, -0.14, 0.54], [0.46, 0.51, 0.27], [0.24, -0.17, 0.02], [0.03, 0.01, -0.25], [-0.49, 0.22, 0.27], [-1.35, -1.90, -0.82], [1.00, -1.42, -0.16], [-0.06, 0.57, 0.12], [0.11, 0.08, 0.56], [-0.02, -0.59, 0.28], [-1.54, 0.13, -0.23], [3.20, -0.94, -0.19], [-0.67, 1.66, -1.66], [-1.16, -0.26, 2.15], [0.12, -0.01, -0.73], [-0.32, 0.21, -0.11], [0.03, 0.54, -0.25], [-0.12, -0.06, 0.28], [-0.09, -0.14, -0.19], [0.26, 0.11, 0.08], [-0.09, -0.12, -0.25], [-0.12, -0.26, 0.15], [0.24, 0.05, -0.05], [-0.13, -0.19, 0.19], [-0.14, 0.24, -0.08], [0.27, -0.30, 0.21], [0.26, -0.21, -0.14], [0.10, -0.06, -0.47], [-0.06, -0.03, -0.15], [0.03, 0.26, 0.07], [0.00, -0.22, 0.20], [0.16, -0.07, -0.10], [-0.14, -0.10, 0.12], [0.00, 0.18, 0.00], [0.22, -0.06, 0.06], [0.03, 0.25, -0.17], [-0.13, -0.08, -0.08], [0.19, 0.33, 0.05], [0.01, 0.00, 0.33], [0.10, 0.38, -0.17], [0.00, 0.04, 0.38], [-0.13, 0.20, 0.15], [0.10, -0.19, 0.15], [-0.05, -0.12, -0.15], [0.05, 0.24, -0.16], [-0.07, -0.18, -0.13], [0.18, -0.08, 0.27], [0.15, 0.07, -0.22], [0.11, -0.12, 0.17], [-0.22, 0.07, 0.04], [-0.26, 0.17, 0.49], [-0.29, -0.09, -0.04], [-0.26, 0.12, -0.15], [-0.12, -0.18, -0.13], [0.06, 0.18, -0.20], [-0.05, 0.14, 0.23], [0.19, -0.28, 0.13], [-0.24, 0.05, 0.09], [0.13, 0.13, -0.16], [-0.07, -0.31, 0.29], [0.16, 0.12, 0.00], [-0.07, -0.30, -0.15], [0.04, 0.23, -0.40], [0.21, -0.23, 0.22], [-0.15, -0.24, 0.03], [-0.17, -0.16, -0.20], [0.29, 0.10, -0.51]], "mulliken_charge": [-0.8542, 0.4754, -0.0034, 0.6863, 0.3249, -1.2980, 0.9964, -1.5396, -1.1765, 0.0118, 0.1629, 0.4426, 0.1920, -0.3058, 0.4176, 0.4062, 0.3705, 0.3791, 0.3047, 0.3321, 0.4210, -1.0725, 2.3281, -2.4397, -1.5501, 0.1839, -0.2657, -1.5963, -0.6179, 0.9653, 2.0918, -1.4815, -1.8249, -2.2685, -1.7617, 1.6878, -0.6283, 0.8556, 1.3716, -1.5219, 0.9029, 1.5595, -1.8820, -1.2384, -1.8439, -0.4240, -1.3726, -0.0923, 0.3548, 1.8072, -2.2981, -1.4390, -1.0983, -1.9208, 0.4109, 1.1227, -0.1801, -0.7952, -0.6080, 1.1968, -0.6264, -0.6190, -1.1705, 0.0950, -0.5212, 1.0317, 0.5689, 0.5516, 0.4394, 0.3884, 0.3298, 0.4565, 0.0144, 0.3521, 0.4100, 0.3972, 0.3222, 0.6423, 0.3119, 0.4795, 0.3681, 0.4222, 0.6010, 0.4096, 0.3990, 0.1760, 0.6173, 0.0369, -0.6871, 0.5176, 0.4489, 0.3514, -0.2935, 0.3273, 0.8208, 0.3718, 0.4342, 0.4055, 0.3729, 0.4663, 0.3725, 0.4129, 0.3914, 0.5232, 0.1785, 0.4227, 0.4497, -0.5510, 0.8775, 0.3514, -0.3655, 0.4164, 0.4913, 0.5005, 0.7453]}